{"formula": "C6H6CsO6", "method": "ωB97M-V/def2-TZVPD", "total_charge": -1, "e_homo_ev": -2.26, "fmax_ev_per_a": 5.919, "homo_lumo_gap_ev": 2.670, "de_lowest_kj_mol": 295.9, "elements": ["Cs", "C", "C", "C", "O", "C", "C", "C", "O", "O", "O", "H", "H", "O", "H", "H", "O", "H", "H"], "positions_angstrom": [[-2.46, 0.42, 0.04], [3.77, -1.54, -0.60], [3.17, -0.29, -0.42], [1.77, -0.05, 0.11], [1.10, 1.03, 0.02], [1.02, -1.08, 0.60], [1.53, -2.45, 0.55], [2.98, -2.66, -0.08], [3.41, -3.82, 0.02], [0.85, -3.40, 1.03], [3.94, 0.69, -0.87], [4.78, -1.69, -0.94], [0.02, -0.85, 0.95], [-3.88, 2.55, -1.48], [-3.96, 3.20, -0.79], [-3.72, 3.06, -2.27], [-5.13, 2.18, 1.26], [-4.68, 3.01, 1.09], [-4.50, 1.67, 1.77]], "lowdin_charge": [1.11, -0.03, -0.36, -0.43, -0.15, -0.09, -0.34, -0.37, -0.06, -0.06, -0.15, 0.09, 0.00, -0.17, 0.01, 0.05, -0.07, 0.03, -0.01]}

---

{"formula": "C6H6CuLiO2", "method": "ωB97M-V/def2-TZVPD", "spin_multiplicity": 2, "total_charge": 3, "e_homo_ev": [-22.89, -22.66], "fmax_ev_per_a": 5.316, "homo_lumo_gap_ev": [9.785, 6.011], "de_lowest_kj_mol": 0.0, "elements": ["C", "C", "C", "H", "H", "H", "H", "C", "O", "O", "C", "C", "Cu", "Li", "H", "H"], "positions_angstrom": [[-0.97, -2.08, 1.62], [0.14, -1.51, 1.13], [1.09, -0.54, 1.79], [-1.49, -2.83, 1.02], [-1.31, -1.92, 2.65], [0.45, -1.73, 0.10], [2.07, -1.05, 1.92], [0.73, -0.12, 3.12], [0.49, 0.16, 4.17], [-0.95, 1.34, 0.71], [0.34, 1.53, 0.49], [1.37, 0.82, 0.95], [-1.82, -0.21, 0.17], [-1.83, 2.90, 1.48], [0.87, 2.46, 0.11], [2.38, 1.22, 1.03]], "nbo_charge": [-0.39, -0.25, -0.52, 0.30, 0.25, 0.29, 0.39, 0.96, -0.13, -0.79, 0.21, 0.05, 1.08, 0.99, 0.27, 0.30]}

---

{"formula": "C6H6F3N4O3S", "method": "ωB97M-V/def2-TZVPD", "total_charge": -1, "e_homo_ev": -1.59, "fmax_ev_per_a": 6.611, "homo_lumo_gap_ev": 2.723, "elements": ["C", "C", "N", "C", "N", "C", "N", "S", "N", "C", "F", "F", "F", "H", "H", "H", "H", "H", "H", "C", "O", "O", "O"], "positions_angstrom": [[0.48, -1.26, 1.56], [-0.64, -0.80, 0.77], [-0.47, 0.49, 0.10], [-0.75, 1.69, 0.82], [-0.45, 2.75, -0.12], [-0.02, 2.13, -1.33], [0.37, 2.82, -2.44], [0.35, 4.56, -2.29], [-0.07, 0.67, -1.18], [0.32, -0.19, -2.26], [-0.34, 0.16, -3.47], [1.70, 0.06, -2.53], [0.12, -1.54, -2.08], [1.47, -1.34, 0.99], [0.38, -1.54, 2.67], [-1.58, -1.44, 0.71], [-1.09, 1.72, 1.89], [0.66, 2.38, -3.32], [1.38, 4.77, -1.36], [-0.48, -4.06, 3.23], [-1.10, -5.12, 3.43], [0.58, -3.97, 2.52], [-0.81, -2.92, 3.71]], "nbo_charge": [-0.26, -0.33, -0.16, 0.22, -0.51, 0.53, -0.75, 0.21, -0.29, 1.10, -0.34, -0.33, -0.26, 0.17, 0.30, 0.24, 0.28, 0.44, 0.13, 0.92, -0.78, -0.74, -0.80]}

---

{"formula": "C6H6FN", "method": "ωB97M-V/def2-TZVPD", "e_homo_ev": -8.51, "smiles": "F[C@H]1Cn2cccc21", "fmax_ev_per_a": 1.329, "homo_lumo_gap_ev": 9.497, "de_lowest_kj_mol": 175.3, "elements": ["C", "C", "C", "C", "C", "C", "H", "H", "H", "H", "H", "H", "N", "F"], "positions_angstrom": [[1.65, -0.34, 0.30], [1.22, 1.14, 0.06], [-1.47, 0.76, -0.29], [-2.00, -0.52, -0.19], [-0.94, -1.45, 0.03], [0.21, -0.68, 0.01], [1.99, -0.55, 1.33], [1.69, 1.60, -0.83], [1.28, 1.80, 0.95], [-1.95, 1.74, -0.46], [-3.07, -0.78, -0.29], [-1.05, -2.53, 0.16], [-0.13, 0.61, -0.18], [2.58, -0.80, -0.60]], "nbo_charge": [0.20, -0.21, -0.08, -0.29, -0.28, 0.06, 0.18, 0.21, 0.20, 0.22, 0.23, 0.23, -0.31, -0.35]}

---

{"formula": "C6H6INO", "method": "ωB97M-V/def2-TZVPD", "e_homo_ev": -8.61, "smiles": "CC(/C=C\\C#[N+][O-])=C\\I", "fmax_ev_per_a": 2.879, "homo_lumo_gap_ev": 8.151, "de_lowest_kj_mol": 331.2, "elements": ["C", "C", "C", "C", "C", "C", "N", "O", "I", "H", "H", "H", "H", "H", "H"], "positions_angstrom": [[1.37, -1.17, 0.26], [1.07, 0.13, 0.31], [0.57, -2.27, 0.03], [-0.22, 0.81, 0.18], [-1.37, 0.11, 0.18], [-0.15, 2.26, -0.35], [0.14, -3.35, 0.00], [-0.48, -4.34, -0.16], [-3.30, 1.03, 0.14], [2.40, -1.26, 0.25], [1.97, 0.88, 0.39], [-1.52, -0.90, 0.32], [-0.67, 3.05, 0.08], [0.78, 2.71, -0.29], [-0.60, 2.31, -1.34]], "nbo_charge": [-0.31, -0.13, 0.15, -0.10, -0.26, -0.65, 0.23, -0.39, 0.11, 0.24, 0.22, 0.21, 0.24, 0.22, 0.23]}

---

{"formula": "C6H6LiNO5P", "method": "ωB97M-V/def2-TZVPD", "total_charge": 1, "e_homo_ev": -11.70, "fmax_ev_per_a": 5.630, "homo_lumo_gap_ev": 6.886, "elements": ["C", "P", "C", "C", "C", "O", "N", "O", "C", "O", "O", "C", "O", "H", "H", "H", "H", "H", "H", "Li"], "positions_angstrom": [[-2.64, -0.44, 0.81], [-1.61, 0.76, -0.24], [-1.70, -0.02, -1.95], [0.11, 0.48, 0.44], [1.17, -0.10, -0.19], [1.27, -0.62, -1.44], [2.37, 0.11, -2.09], [3.25, -0.61, -2.24], [2.27, -0.09, 0.87], [3.24, -0.75, 0.76], [1.90, 0.76, 1.91], [0.47, 0.90, 1.88], [-0.22, 1.21, 2.73], [-2.14, -1.43, 0.70], [-3.69, -0.47, 0.47], [-2.53, -0.10, 1.85], [-2.72, 0.11, -2.34], [-1.56, -1.12, -1.83], [-0.93, 0.37, -2.64], [3.68, 1.03, 2.53]], "nbo_charge": [-0.90, 0.81, -0.92, -0.38, 0.17, -0.42, 0.41, -0.14, 0.71, -0.52, -0.66, 0.80, -0.41, 0.22, 0.26, 0.25, 0.26, 0.23, 0.25, 0.98]}

---

{"formula": "C6H6LiO2Tb", "method": "ωB97M-V/def2-TZVPD", "spin_multiplicity": 8, "total_charge": 3, "e_homo_ev": [-17.47, -17.46], "fmax_ev_per_a": 2.698, "homo_lumo_gap_ev": [4.003, 3.457], "elements": ["C", "C", "C", "H", "H", "H", "H", "C", "O", "O", "C", "C", "Li", "Tb", "H", "H"], "positions_angstrom": [[0.41, -0.84, -2.56], [0.97, -0.05, -1.63], [1.28, -0.38, -0.23], [0.24, -0.46, -3.57], [0.17, -1.89, -2.37], [1.19, 0.99, -1.88], [1.84, 0.34, 0.37], [1.30, -1.63, 0.25], [1.29, -2.70, 0.68], [-1.81, 0.61, 0.81], [-1.02, 0.89, 1.66], [0.02, 1.12, 2.41], [-1.39, -0.07, -1.04], [-4.82, 1.42, 1.39], [0.03, 2.24, 2.51], [0.28, 0.41, 3.20]], "lowdin_charge": [-0.02, -0.23, -0.13, 0.08, 0.08, 0.12, 0.13, -0.13, 0.28, -0.10, -0.28, 0.13, 0.77, 2.00, 0.15, 0.13]}

---

{"formula": "C6H6MgO3", "method": "ωB97M-V/def2-TZVPD", "e_homo_ev": -8.14, "fmax_ev_per_a": 3.635, "homo_lumo_gap_ev": 6.303, "de_lowest_kj_mol": 236.9, "elements": ["C", "C", "C", "C", "O", "Mg", "H", "H", "H", "H", "H", "O", "H", "C", "C", "O"], "positions_angstrom": [[-0.90, -0.68, 2.76], [0.25, -0.14, 2.39], [0.59, 0.10, 0.94], [1.25, 1.44, 0.59], [1.50, 1.56, -0.76], [1.08, 0.99, -2.45], [1.06, -0.27, 3.12], [-0.35, 0.06, 0.37], [1.26, -0.69, 0.58], [2.19, 1.51, 1.18], [0.58, 2.25, 0.95], [-1.92, -1.28, 2.64], [-2.79, -2.30, -2.48], [-2.18, -1.66, -3.14], [-1.30, -0.84, -3.40], [-0.32, -0.06, -3.30]], "nbo_charge": [0.71, -0.55, -0.41, -0.02, -1.15, 1.88, 0.25, 0.21, 0.20, 0.14, 0.15, -0.45, 0.24, -0.53, 0.36, -1.02]}

---

{"formula": "C6H6N", "method": "ωB97M-V/def2-TZVPD", "total_charge": 1, "e_homo_ev": -15.30, "smiles": "C1=C2[C@H]3[C@@H]4C[C@@H]4[N@@+]123", "fmax_ev_per_a": 2.707, "homo_lumo_gap_ev": 9.748, "de_lowest_kj_mol": 449.5, "elements": ["C", "C", "C", "C", "C", "C", "N", "H", "H", "H", "H", "H", "H"], "positions_angstrom": [[1.84, 0.88, -0.61], [0.75, 1.57, -0.69], [-0.98, -1.11, 0.76], [-0.19, 1.21, 0.30], [-1.07, 0.07, -0.18], [0.14, -0.87, -0.29], [0.99, 0.24, 0.30], [2.66, 0.78, -1.29], [-0.80, -1.13, 1.88], [-1.75, -1.81, 0.54], [-0.24, 1.78, 1.23], [-1.90, -0.01, -0.89], [0.54, -1.59, -1.04]], "nbo_charge": [-0.04, 0.25, -0.39, -0.06, -0.25, -0.09, -0.12, 0.30, 0.26, 0.26, 0.30, 0.29, 0.28]}

---

{"formula": "C6H6N", "method": "ωB97M-V/def2-TZVPD", "total_charge": 1, "e_homo_ev": [-14.13, -14.01], "fmax_ev_per_a": 2.429, "homo_lumo_gap_ev": [7.716, 7.189], "de_lowest_kj_mol": 834.1, "elements": ["C", "C", "C", "C", "C", "C", "N", "H", "H", "H", "H", "H", "H"], "positions_angstrom": [[2.24, 0.01, 0.29], [2.93, 1.10, -0.05], [-1.11, 0.67, 0.79], [-0.93, 0.91, -0.71], [1.47, -1.00, 0.27], [-0.78, -0.42, -0.09], [0.19, -1.47, -0.13], [-0.31, 1.00, 1.45], [-2.10, 0.83, 1.28], [-1.72, 0.90, -1.46], [0.00, 1.34, -1.17], [0.19, -1.72, -1.13], [-0.06, -2.14, 0.66]], "nbo_charge": [-0.46, 0.39, -0.45, -0.45, 0.32, 0.21, -0.61, 0.25, 0.28, 0.27, 0.25, 0.50, 0.49]}

---

{"formula": "C6H6N", "method": "ωB97M-V/def2-TZVPD", "total_charge": 1, "e_homo_ev": [-14.15, -14.09], "smiles": "C=C=C=[N+]=C=CC", "fmax_ev_per_a": 10.609, "homo_lumo_gap_ev": [7.848, 7.504], "de_lowest_kj_mol": 406.7, "elements": ["C", "C", "C", "C", "C", "C", "N", "H", "H", "H", "H", "H", "H"], "positions_angstrom": [[2.05, -0.84, 1.94], [1.11, -0.35, 1.23], [-0.65, -0.18, -0.60], [3.01, -1.39, 2.57], [-1.48, 0.21, -1.53], [-2.18, 1.46, -1.88], [0.14, 0.02, 0.66], [3.37, -2.39, 2.30], [3.36, -1.22, 3.59], [-1.64, -0.52, -2.25], [-1.52, 2.32, -1.70], [-3.14, 1.42, -1.42], [-2.43, 1.46, -2.92]], "nbo_charge": [0.00, 0.36, 0.46, -0.25, -0.24, -0.63, -0.30, 0.27, 0.27, 0.29, 0.26, 0.27, 0.25]}

---

{"formula": "C6H6N2O", "method": "ωB97M-V/def2-TZVPD", "e_homo_ev": -9.64, "smiles": "CC(C)=C=NC(=O)C#N", "fmax_ev_per_a": 3.300, "homo_lumo_gap_ev": 9.365, "de_lowest_kj_mol": 264.0, "elements": ["C", "C", "C", "C", "C", "C", "N", "N", "O", "H", "H", "H", "H", "H", "H"], "positions_angstrom": [[-2.74, -1.03, -0.07], [-0.30, 0.43, 0.81], [-2.29, 0.34, -0.10], [1.24, -1.23, 0.07], [1.56, 1.44, -0.22], [0.77, 0.23, 0.17], [-2.97, -2.16, -0.13], [-1.52, 0.53, 1.03], [-2.70, 1.23, -0.78], [0.52, -1.75, 0.68], [2.17, -1.48, 0.53], [1.02, -1.67, -0.85], [2.38, 1.16, -0.92], [1.87, 1.93, 0.65], [0.99, 2.02, -0.87]], "nbo_charge": [0.16, 0.41, 0.59, -0.61, -0.62, -0.13, -0.23, -0.47, -0.46, 0.22, 0.23, 0.23, 0.22, 0.23, 0.23]}

---

{"formula": "C6H6N2O2", "method": "ωB97M-V/def2-TZVPD", "e_homo_ev": -10.05, "smiles": "NC(=O)Oc1ccccn1", "fmax_ev_per_a": 0.613, "homo_lumo_gap_ev": 10.566, "de_lowest_kj_mol": 9.1, "elements": ["N", "C", "O", "O", "C", "C", "C", "C", "C", "N", "H", "H", "H", "H", "H", "H"], "positions_angstrom": [[0.76, 2.42, -0.39], [-0.65, 2.49, -0.36], [-1.31, 3.41, -0.73], [-1.30, 1.40, 0.19], [-0.65, 0.19, 0.27], [-0.81, -0.72, -0.77], [-0.18, -1.95, -0.65], [0.57, -2.21, 0.49], [0.65, -1.22, 1.47], [0.05, -0.04, 1.36], [1.10, 2.00, -1.24], [1.13, 1.93, 0.41], [-1.41, -0.46, -1.63], [-0.27, -2.69, -1.44], [1.08, -3.16, 0.63], [1.23, -1.40, 2.37]], "nbo_charge": [-0.89, 0.89, -0.53, -0.51, 0.48, -0.29, -0.15, -0.27, 0.05, -0.45, 0.39, 0.39, 0.24, 0.22, 0.23, 0.20]}